Density functional theory data (ωB97M-V/def2-TZVPD) for a structure of composition C18H36N2O2Rb.

Last column: Löwdin charge in e.
Atoms and positions in Å:
Rb: -9.749 -9.064 -9.656  0.833
C: -9.306 -12.754 -10.532  -0.057
C: -10.867 -12.973 -10.515  -0.480
C: -11.039 -13.813 -9.221  -0.156
C: -12.434 -13.873 -8.648  -0.237
C: -12.940 -12.528 -8.416  -0.169
C: -12.837 -11.613 -9.667  -0.514
N: -11.517 -11.636 -10.381  -0.238
O: -11.439 -10.782 -11.553  -0.365
C: -13.111 -10.235 -9.156  -0.076
C: -13.991 -11.982 -10.617  -0.058
C: -11.426 -13.781 -11.697  -0.041
H: -8.830 -12.615 -11.503  0.068
H: -8.813 -13.677 -10.226  0.064
H: -8.908 -11.924 -9.949  0.035
H: -10.428 -13.358 -8.442  0.114
H: -10.739 -14.828 -9.481  0.113
H: -12.489 -14.377 -7.682  0.108
H: -13.090 -14.479 -9.273  0.106
H: -12.443 -12.012 -7.594  0.120
H: -13.990 -12.773 -8.259  0.121
H: -13.156 -9.520 -9.977  0.086
H: -12.221 -9.945 -8.598  0.035
H: -13.987 -10.147 -8.514  0.090
H: -13.960 -11.547 -11.616  0.074
H: -14.988 -11.617 -10.368  0.071
H: -14.127 -13.025 -10.905  0.059
H: -12.340 -14.346 -11.514  0.061
H: -10.676 -14.545 -11.902  0.069
H: -11.661 -13.229 -12.607  0.076
C: -9.585 -6.026 -11.740  -0.077
C: -10.345 -5.047 -10.828  -0.482
C: -10.181 -3.707 -11.620  -0.145
C: -11.149 -2.609 -11.191  -0.202
C: -12.577 -3.186 -11.138  -0.161
C: -12.845 -4.478 -10.316  -0.504
N: -11.772 -5.446 -10.629  -0.197
O: -11.957 -6.654 -9.945  -0.341
C: -14.257 -5.029 -10.690  -0.042
C: -12.946 -4.031 -8.845  -0.063
C: -9.534 -4.962 -9.534  -0.061
H: -10.058 -6.119 -12.718  0.086
H: -9.477 -7.048 -11.378  -0.007
H: -8.523 -5.863 -11.927  0.074
H: -10.261 -3.812 -12.702  0.111
H: -9.247 -3.197 -11.385  0.106
H: -11.262 -1.771 -11.879  0.099
H: -10.935 -2.143 -10.230  0.097
H: -12.902 -3.372 -12.161  0.103
H: -13.145 -2.336 -10.761  0.103
H: -14.466 -6.040 -10.340  0.070
H: -14.324 -5.057 -11.777  0.067
H: -15.035 -4.381 -10.285  0.066
H: -11.987 -3.628 -8.518  0.061
H: -13.121 -4.903 -8.215  0.069
H: -13.752 -3.332 -8.625  0.066
H: -8.473 -4.967 -9.784  0.066
H: -9.724 -5.770 -8.827  0.058
H: -9.636 -4.003 -9.028  0.067

Calculated values
total charge: -1
energy above the lowest of the compared OMol25 structures with the same formula, charge and spin: 64.8 kcal per mole
spin multiplicity: 1
HOMO-LUMO gap: 0.1406 Ha

=====

Density functional theory data (ωB97M-V/def2-TZVPD) for a structure of composition C18H36N4O7PPd.

Last column: Löwdin charge in e.
Atoms and positions in Å:
Pd: 0.461 -0.452 1.064  0.653
O: 1.503 -0.609 5.232  0.292
C: 1.126 -0.428 4.160  -0.366
O: 0.318 -0.286 3.329  0.090
C: 3.409 0.169 2.540  -0.394
O: 4.305 0.172 3.264  0.276
O: 2.809 0.240 1.545  0.131
C: 0.737 -3.658 1.461  -0.082
C: -0.527 -3.139 0.786  -0.493
C: -1.690 -4.121 1.034  -0.066
C: -0.967 -1.790 1.304  -0.186
H: 1.066 -4.584 0.988  0.086
H: 0.554 -3.866 2.520  0.086
H: 1.577 -2.962 1.395  0.052
H: -0.368 -3.073 -0.289  0.099
H: -1.894 -4.224 2.101  0.085
H: -1.420 -5.105 0.648  0.085
H: -2.605 -3.800 0.535  0.079
H: -0.989 -1.694 2.388  0.072
H: -1.854 -1.385 0.815  0.069
C: -1.227 -0.643 -4.155  -0.050
C: -1.079 -0.164 -2.733  -0.263
O: 0.324 0.067 -2.456  -0.261
P: 1.089 -0.607 -1.228  0.700
O: 2.548 -0.008 -1.405  -0.260
C: 2.828 1.416 -1.336  -0.267
C: 3.495 1.850 -2.614  -0.055
O: 1.299 -2.135 -1.608  -0.286
C: 2.012 -2.555 -2.811  -0.238
C: 1.292 -3.733 -3.412  -0.060
H: -2.278 -0.616 -4.445  0.089
H: -0.865 -1.662 -4.277  0.062
H: -0.673 0.006 -4.832  0.090
H: -1.471 -0.894 -2.018  0.111
H: -1.588 0.786 -2.579  0.106
H: 3.464 1.548 -0.464  0.106
H: 1.892 1.957 -1.173  0.097
H: 4.443 1.332 -2.753  0.088
H: 3.694 2.922 -2.576  0.088
H: 2.857 1.649 -3.474  0.083
H: 3.018 -2.817 -2.489  0.124
H: 2.078 -1.710 -3.497  0.115
H: 1.237 -4.558 -2.702  0.084
H: 1.833 -4.081 -4.292  0.089
H: 0.279 -3.473 -3.718  0.063
C: -1.348 1.972 0.016  -0.195
N: -2.112 3.200 0.125  -0.077
C: -3.248 2.962 1.019  -0.156
N: -2.807 2.525 2.343  -0.081
C: -2.044 1.300 2.203  -0.174
N: -0.847 1.478 1.322  -0.156
C: -0.024 2.569 1.918  -0.179
N: -0.770 3.804 2.050  -0.082
C: -1.249 4.219 0.730  -0.156
C: -1.933 3.556 2.907  -0.153
H: -0.483 2.143 -0.630  0.110
H: -1.971 1.182 -0.408  0.114
H: -3.890 2.194 0.583  0.131
H: -3.824 3.883 1.118  0.132
H: -2.671 0.523 1.764  0.120
H: -1.691 0.978 3.182  0.116
H: 0.846 2.723 1.272  0.122
H: 0.310 2.238 2.903  0.115
H: -0.394 4.397 0.075  0.130
H: -1.811 5.147 0.831  0.132
H: -2.499 4.482 3.008  0.132
H: -1.593 3.241 3.895  0.131

Calculated values
total charge: +1
energy above the lowest of the compared OMol25 structures with the same formula, charge and spin: 43.9 kcal per mole
spin multiplicity: 1
HOMO-LUMO gap: 0.2495 Ha

=====

Density functional theory data (ωB97M-V/def2-TZVPD) for a cluster of 6 separate species, C18H36O18 in total.

Last column: Löwdin spin population.
Atoms and positions in Å:
C: 4.961 -3.731 -9.097  0.002
O: 5.183 -3.110 -10.361  0.098
C: 5.812 -1.887 -10.457  0.029
O: 6.237 -1.194 -9.515  0.749
O: 5.935 -1.574 -11.758  0.098
C: 6.613 -0.384 -12.127  0.003
H: 5.202 -3.157 -8.202  0.002
H: 5.782 -4.446 -9.040  0.000
H: 3.988 -4.212 -8.993  0.001
H: 7.579 -0.263 -11.638  0.002
H: 5.997 0.493 -11.931  0.001
H: 6.522 -0.283 -13.209  0.001
C: 7.604 -4.215 -1.864  0.000
O: 7.668 -4.991 -0.741  0.000
C: 6.523 -5.195 -0.107  0.000
O: 5.662 -4.377 -0.069  0.000
O: 6.658 -6.347 0.641  0.000
C: 5.576 -6.805 1.340  0.000
H: 7.692 -3.162 -1.593  0.000
H: 6.825 -4.360 -2.612  0.000
H: 8.448 -4.414 -2.526  0.000
H: 6.004 -7.544 2.016  0.000
H: 4.905 -7.342 0.669  0.000
H: 5.036 -6.036 1.892  0.000
C: 8.779 -7.521 -6.562  0.000
O: 7.784 -7.075 -7.544  0.000
C: 6.734 -7.937 -7.719  0.000
O: 6.584 -8.978 -7.117  0.000
O: 5.858 -7.315 -8.534  0.000
C: 4.522 -7.895 -8.650  0.000
H: 8.364 -7.358 -5.568  0.000
H: 9.605 -6.816 -6.654  0.000
H: 9.157 -8.543 -6.545  0.000
H: 4.582 -8.907 -9.050  0.000
H: 4.025 -7.173 -9.298  0.000
H: 3.998 -7.937 -7.695  0.000
C: 9.596 -0.619 -9.119  0.001
O: 10.796 -0.017 -8.582  0.002
C: 10.832 1.243 -8.263  0.000
O: 9.887 2.022 -8.267  0.000
O: 12.183 1.517 -8.030  0.000
C: 12.463 2.783 -7.442  0.000
H: 9.895 -1.575 -9.548  0.000
H: 9.019 0.071 -9.736  0.001
H: 9.002 -0.822 -8.228  0.000
H: 12.253 3.609 -8.121  0.000
H: 13.541 2.867 -7.305  0.000
H: 12.123 3.060 -6.444  0.000
C: 9.682 -3.580 -7.236  0.000
O: 8.330 -3.279 -7.141  0.000
C: 7.656 -3.589 -6.048  0.000
O: 8.133 -3.875 -5.006  0.002
O: 6.371 -3.147 -6.207  0.007
C: 5.446 -2.964 -5.116  0.000
H: 9.811 -4.306 -8.039  0.000
H: 10.128 -3.959 -6.317  0.000
H: 10.263 -2.694 -7.492  0.000
H: 5.644 -2.243 -4.322  0.000
H: 5.422 -3.967 -4.692  0.000
H: 4.442 -2.701 -5.449  0.000
C: -1.195 -0.899 -3.276  0.000
O: 0.224 -0.991 -3.144  0.000
C: 1.120 0.064 -3.432  0.000
O: 0.832 1.168 -3.747  0.000
O: 2.408 -0.453 -3.427  0.000
C: 3.593 0.293 -3.552  0.000
H: -1.586 -0.150 -2.588  0.000
H: -1.549 -1.833 -2.841  0.000
H: -1.635 -0.797 -4.268  0.000
H: 3.433 1.148 -4.209  0.000
H: 4.383 -0.355 -3.932  0.000
H: 3.923 0.778 -2.633  0.000

Calculated values
total charge: +1
<S²>: 0.76
energy above the lowest of the compared OMol25 structures with the same formula, charge and spin: 16.0 kcal per mole
spin multiplicity: 2
HOMO-LUMO gap (alpha / beta): 0.3021 / 0.0725 Ha

=====

Density functional theory data (ωB97M-V/def2-TZVPD) for a cluster of 6 separate species, C18H36O6 in total.

Last column: Löwdin spin population.
Atoms and positions in Å:
C: 1.826 -1.885 -3.624  0.072
C: 1.957 -1.459 -2.122  0.048
O: 1.322 -0.482 -1.695  0.032
C: 2.613 -2.416 -1.218  0.035
H: 2.681 -2.403 -4.059  0.006
H: 1.580 -0.986 -4.189  0.009
H: 0.958 -2.518 -3.807  0.036
H: 3.357 -2.943 -1.816  0.004
H: 1.892 -3.137 -0.831  0.009
H: 3.040 -1.877 -0.372  0.003
C: -3.451 0.834 -2.622  0.068
C: -3.210 1.774 -3.790  0.035
O: -3.894 2.795 -3.862  0.009
C: -2.116 1.508 -4.854  0.055
H: -3.931 -0.083 -2.964  0.020
H: -4.044 1.346 -1.865  0.012
H: -2.542 0.541 -2.096  0.010
H: -2.300 2.135 -5.726  0.005
H: -2.124 0.484 -5.229  0.018
H: -1.168 1.798 -4.400  0.016
C: -2.113 -0.866 0.311  0.057
C: -0.733 -1.171 0.825  0.020
O: -0.238 -2.289 1.067  0.005
C: 0.143 0.084 1.054  0.026
H: -2.759 -0.980 1.181  0.011
H: -2.511 -1.597 -0.392  0.019
H: -2.008 0.109 -0.166  0.011
H: -0.135 0.302 2.085  0.006
H: -0.099 0.884 0.354  0.013
H: 1.197 -0.195 1.035  0.003
C: 1.971 2.093 4.252  0.019
C: 2.919 0.892 3.938  0.006
O: 2.380 -0.254 3.788  0.003
C: 4.420 1.201 3.758  0.013
H: 2.337 2.870 3.581  0.002
H: 2.177 2.274 5.307  0.002
H: 0.892 1.969 4.157  0.008
H: 4.872 0.859 4.689  0.001
H: 4.564 2.273 3.625  0.002
H: 4.749 0.601 2.910  0.004
C: 0.579 6.407 1.428  0.038
C: 1.370 5.318 0.843  0.021
O: 2.416 4.991 1.393  0.005
C: 0.711 4.591 -0.361  0.055
H: 0.807 7.195 0.710  0.004
H: 1.026 6.776 2.351  0.004
H: -0.482 6.166 1.492  0.011
H: 1.145 4.946 -1.296  0.011
H: -0.351 4.807 -0.244  0.023
H: 0.917 3.532 -0.208  0.009
C: -3.461 -5.334 0.917  0.021
C: -2.247 -6.276 0.985  0.006
O: -2.364 -7.367 1.537  0.001
C: -0.951 -5.714 0.503  0.020
H: -3.489 -5.078 -0.142  0.012
H: -3.480 -4.565 1.688  0.004
H: -4.429 -5.827 1.016  0.002
H: -1.111 -5.419 -0.534  0.016
H: -0.186 -6.471 0.675  0.003
H: -0.888 -4.761 1.027  0.001

Calculated values
total charge: -1
<S²>: 0.75
energy above the lowest of the compared OMol25 structures with the same formula, charge and spin: 12.0 kcal per mole
spin multiplicity: 2
HOMO-LUMO gap (alpha / beta): 0.0709 / 0.3473 Ha

=====

Density functional theory data (ωB97M-V/def2-TZVPD) for an isolated molecule of C18H37BFN2O9PS.

Last column: Löwdin charge in e.
Atoms and positions in Å:
C: -0.192 5.846 -0.195  -0.099
C: 0.876 5.164 -1.072  -0.241
C: 1.499 3.932 -0.399  -0.214
C: 1.954 2.908 -1.431  -0.195
N: 2.515 1.625 -0.957  0.027
C: 1.729 0.752 -0.122  -0.316
S: 1.827 1.091 1.721  0.711
O: 2.433 0.035 2.439  -0.209
O: 0.594 1.653 2.156  -0.223
F: 2.878 2.276 1.707  -0.157
C: 0.199 0.731 -0.316  -0.444
O: -0.533 1.577 -0.710  0.190
O: -0.234 -0.478 0.124  0.016
C: 0.736 -1.521 -0.205  -0.341
C: 0.202 -2.144 -1.510  -0.127
C: -1.267 -2.604 -1.493  -0.171
C: -2.286 -1.555 -1.989  -0.185
C: -3.234 -1.064 -0.897  -0.209
C: -4.177 -2.156 -0.375  -0.197
C: -5.480 -1.608 0.211  -0.188
C: -5.326 -1.041 1.615  -0.234
O: -4.518 0.124 1.661  -0.200
C: -5.195 1.314 1.332  -0.111
P: 0.714 -2.775 1.171  0.514
O: 1.834 -2.709 2.097  -0.217
O: 0.541 -4.174 0.422  -0.099
O: -0.745 -2.608 1.818  -0.104
C: 2.042 -0.722 -0.521  -0.052
B: 3.521 -1.357 -0.349  -0.539
O: 3.999 -1.825 -1.556  0.166
N: 4.296 -1.497 0.863  -0.119
C: 5.142 -2.687 0.886  -0.075
C: 5.099 -0.328 1.205  -0.078
H: -0.026 6.920 -0.113  0.064
H: -1.192 5.710 -0.608  0.068
H: -0.203 5.435 0.816  0.069
H: 0.421 4.854 -2.014  0.103
H: 1.664 5.888 -1.285  0.103
H: 2.332 4.225 0.243  0.111
H: 0.735 3.486 0.241  0.085
H: 1.144 2.687 -2.125  0.113
H: 2.753 3.353 -2.031  0.127
H: 3.398 1.812 -0.501  0.112
H: 0.304 -1.382 -2.287  0.126
H: 0.845 -2.982 -1.781  0.126
H: -1.572 -2.942 -0.503  0.080
H: -1.323 -3.482 -2.140  0.115
H: -1.760 -0.689 -2.402  0.104
H: -2.888 -1.980 -2.796  0.108
H: -2.675 -0.634 -0.067  0.098
H: -3.842 -0.247 -1.302  0.116
H: -4.409 -2.856 -1.184  0.112
H: -3.679 -2.732 0.414  0.107
H: -5.886 -0.847 -0.462  0.106
H: -6.228 -2.405 0.268  0.113
H: -6.316 -0.816 2.032  0.119
H: -4.833 -1.768 2.264  0.123
H: -5.575 1.810 2.232  0.086
H: -4.493 1.987 0.840  0.089
H: -6.032 1.141 0.649  0.083
H: -0.272 -4.629 0.671  0.097
H: -0.858 -1.714 2.173  0.099
H: 1.994 -0.635 -1.608  0.132
H: 4.951 -1.709 -1.641  0.107
H: 5.989 -2.631 0.183  0.084
H: 5.571 -2.784 1.885  0.096
H: 4.551 -3.574 0.667  0.093
H: 6.018 -0.270 0.600  0.094
H: 4.543 0.602 1.090  0.055
H: 5.407 -0.379 2.254  0.099

Calculated values
total charge: 0
energy above the lowest of the compared OMol25 structures with the same formula, charge and spin: 0.0 kcal per mole
spin multiplicity: 1
HOMO-LUMO gap: 0.3380 Ha

=====

Density functional theory data (ωB97M-V/def2-TZVPD) for the ion C18H37BNOS with charge +1.

Last column: Löwdin charge in e.
Atoms and positions in Å:
C: -0.404 2.797 1.820  -0.104
C: 0.112 2.351 3.198  -0.241
C: 1.371 1.482 3.129  -0.216
C: 1.185 -0.024 2.829  -0.208
C: 0.090 -0.711 3.663  -0.187
C: -1.288 -1.053 3.030  -0.184
C: -1.557 -0.777 1.541  -0.218
C: -3.053 -0.551 1.289  -0.213
C: -3.574 -0.960 -0.093  -0.204
C: -2.835 -0.383 -1.309  -0.216
C: -2.707 1.141 -1.295  -0.193
C: -2.135 1.747 -2.590  -0.185
C: -0.607 1.936 -2.614  -0.163
C: 0.071 0.661 -3.121  -0.107
N: 1.416 0.384 -2.594  -0.114
C: 2.184 1.171 -1.915  -0.332
S: 3.637 0.475 -1.358  1.119
C: 2.881 -1.178 -1.612  -0.398
B: 3.833 -2.458 -1.598  -0.531
C: 3.216 -3.864 -1.306  0.016
O: 5.144 -2.214 -1.839  0.166
C: 2.099 -0.906 -2.878  -0.131
H: -0.214 3.858 1.647  0.073
H: -1.473 2.620 1.698  0.061
H: 0.098 2.237 1.024  0.043
H: -0.678 1.854 3.764  0.097
H: 0.364 3.247 3.770  0.105
H: 1.913 1.554 4.076  0.111
H: 2.023 1.925 2.370  0.101
H: 1.067 -0.204 1.756  0.080
H: 2.134 -0.500 3.095  0.103
H: -0.077 -0.091 4.548  0.103
H: 0.504 -1.641 4.058  0.101
H: -1.462 -2.123 3.168  0.109
H: -2.071 -0.563 3.616  0.105
H: -0.986 0.074 1.175  0.071
H: -1.228 -1.642 0.950  0.113
H: -3.292 0.500 1.482  0.110
H: -3.615 -1.130 2.029  0.113
H: -3.544 -2.052 -0.165  0.114
H: -4.624 -0.657 -0.163  0.115
H: -1.843 -0.844 -1.388  0.091
H: -3.397 -0.674 -2.203  0.117
H: -2.096 1.448 -0.443  0.086
H: -3.698 1.576 -1.130  0.124
H: -2.606 2.714 -2.774  0.114
H: -2.413 1.116 -3.444  0.116
H: -0.260 2.177 -1.606  0.095
H: -0.358 2.769 -3.274  0.121
H: 0.170 0.680 -4.210  0.148
H: -0.531 -0.213 -2.867  0.115
H: 1.902 2.196 -1.712  0.120
H: 2.164 -1.264 -0.786  0.116
H: 2.765 -3.888 -0.309  0.082
H: 3.947 -4.673 -1.363  0.073
H: 2.411 -4.104 -2.010  0.077
H: 5.689 -3.005 -1.845  0.120
H: 2.816 -0.666 -3.676  0.149
H: 1.419 -1.675 -3.233  0.148

Calculated values
total charge: +1
spin multiplicity: 1
HOMO-LUMO gap: 0.3351 Ha

=====

Results for E_tot: -26976.384, -52306.805, -56090.974, -31531.962, -64194.666, -34310.980 (in eV, following the order of the records).
Results for max |F|: 0.040, 0.073, 0.107, 0.093, 0.021, 0.010 (in hartree/bohr, following the order of the records).
Results for M: 397.966, 557.901, 540.468, 348.480, 518.350, 326.379 (in g mol⁻¹, following the order of the records).